--- one ---
22
Properties=species:S:1:pos:R:3:lowdin_charge:R:1 method="wB97M-V/def2-TZVPD" smiles=CNC(C)C.O.O multiplicity=1 homo_energy_ev=-8.0
C 0.7357 3.4686 0.6091 -0.125
N -0.0482 2.2820 0.8747 -0.130
C -1.1054 1.7602 0.0799 -0.480
C -2.1889 1.0917 0.8923 -0.081
C -0.6290 0.6854 -0.9770 -0.068
H 1.5624 3.2577 -0.0937 0.069
H 1.2267 3.7682 1.5282 0.074
H 0.1081 4.2103 0.0996 0.074
H 0.0208 2.0074 1.8473 0.107
H -1.4786 2.6025 -0.5245 0.130
H -3.0743 1.0190 0.2679 0.076
H -2.4184 1.6171 1.8235 0.076
H -1.8702 0.1036 1.2362 0.080
H -0.0329 -0.0505 -0.4451 0.072
H -0.1294 1.0616 -1.8699 0.061
H -1.5588 0.3164 -1.4257 0.065
O 3.8728 -5.9417 2.3515 -0.081
H 3.8127 -5.1590 2.9110 0.027
H 2.9378 -6.1433 2.1024 0.054
O 0.1643 -4.2331 -3.4862 -0.068
H 0.5420 -3.3467 -3.5872 0.036
H -0.4493 -4.3773 -4.2145 0.031

--- two ---
22
Properties=species:S:1:pos:R:3:lowdin_charge:R:1 method="wB97M-V/def2-TZVPD" smiles=CCCCN.O.O multiplicity=1 homo_energy_ev=-8.7
C 3.0860 -1.2594 0.7106 -0.109
C 2.0669 -0.3700 -0.0829 -0.278
C 0.9812 -1.1701 -0.7495 -0.233
C 0.1249 -0.3521 -1.7749 -0.283
N -1.2893 -0.7173 -1.9407 -0.012
H 4.0304 -0.7234 0.8341 0.062
H 3.2355 -2.1654 0.1482 0.058
H 2.7331 -1.3874 1.7375 0.066
H 1.6601 0.3038 0.6798 0.107
H 2.6841 0.1533 -0.8140 0.103
H 1.3094 -2.0157 -1.3641 0.104
H 0.3413 -1.5833 0.0506 0.114
H 0.5048 -0.5231 -2.7708 0.095
H 0.3031 0.6847 -1.4777 0.096
H -1.9139 -0.4468 -1.1959 0.025
H -1.3291 -1.7181 -2.0620 0.057
O -2.3127 1.3142 0.1023 -0.075
H -1.9626 1.8928 -0.5965 0.052
H -2.3323 1.7842 0.9519 0.005
O -1.7926 1.9538 3.0039 -0.054
H -2.6689 2.1181 3.4013 0.062
H -1.8206 1.0024 2.9142 0.037

--- three ---
22
Properties=species:S:1:pos:R:3:lowdin_charge:R:1 method="wB97M-V/def2-TZVPD" smiles=CCNCC.O.O multiplicity=1 homo_energy_ev=-9.3
C -0.5490 -2.2760 0.3508 -0.098
C 0.0103 -1.3445 -0.6779 -0.289
N 0.7095 -0.2303 -0.0563 -0.135
C 1.3602 0.6802 -0.9634 -0.313
C 2.2727 1.6446 -0.2080 -0.087
H -1.0916 -3.1055 -0.1162 0.079
H 0.2130 -2.7711 0.9571 0.073
H -1.2834 -1.7946 1.0122 0.062
H -0.7837 -0.9312 -1.3017 0.121
H 0.6940 -1.8608 -1.3693 0.111
H 1.3468 -0.5012 0.6854 0.126
H 1.8872 0.1423 -1.7621 0.108
H 0.6012 1.2636 -1.5119 0.113
H 3.2732 1.2453 -0.0196 0.073
H 1.7918 1.8549 0.7503 0.070
H 2.3503 2.6041 -0.7188 0.071
O -3.2930 -0.2688 0.8733 -0.082
H -2.5339 0.2915 1.0997 -0.011
H -4.0071 0.0278 1.4506 0.035
O -1.2353 1.7133 0.7820 -0.076
H -1.2266 2.5015 0.2208 0.053
H -0.5067 1.1148 0.5232 -0.003

The energetic minimum among the shown structures is three; the next structure lies 0.528 eV above.